{
  "formula": "C14H23F9N4O2P",
  "method": "the ωB97M-V functional and the def2-TZVPD basis",
  "smiles": "CCOCCN(CCC(F)(F)C(F)(F)C(F)(F)C(F)(F)F)C1=[NH+][C@@H]([PH2]=O)[C@H](CN)N1",
  "multiplicity": 1,
  "orbital_gap_ha": 0.349,
  "molar_mass_g_mol": 481.32,
  "total_energy_ha": -2156.6963,
  "charge": 1,
  "e_homo_ev": -12.428,
  "symbols": ["C", "C", "O", "C", "C", "N", "C", "C", "C", "F", "F", "C", "F", "F", "C", "F", "F", "C", "F", "F", "F", "C", "N", "C", "C", "N", "C", "P", "O", "N", "H", "H", "H", "H", "H", "H", "H", "H", "H", "H", "H", "H", "H", "H", "H", "H", "H", "H", "H", "H", "H", "H", "H"],
  "xyz": [[4.698, 0.272, 1.520], [4.550, 1.120, 0.263], [3.292, 1.802, 0.283], [2.649, 1.904, -0.960], [1.860, 0.630, -1.322], [0.402, 0.801, -1.486], [-0.185, 0.333, -2.758], [-0.057, -1.177, -2.994], [-1.003, -2.065, -2.170], [-1.682, -2.904, -2.987], [-1.948, -1.310, -1.518], [-0.274, -2.950, -1.107], [0.769, -2.220, -0.621], [0.217, -4.031, -1.732], [-1.069, -3.413, 0.150], [-0.190, -4.070, 0.927], [-1.501, -2.308, 0.809], [-2.280, -4.359, -0.066], [-3.181, -3.780, -0.857], [-1.878, -5.480, -0.636], [-2.825, -4.606, 1.107], [-0.329, 1.329, -0.531], [-1.654, 1.552, -0.548], [-2.111, 1.920, 0.833], [-3.408, 1.213, 1.198], [-3.941, 1.608, 2.489], [-0.898, 1.441, 1.628], [-0.621, 2.060, 3.323], [-1.309, 1.253, 4.350], [0.259, 1.693, 0.709], [3.740, 0.163, 2.023], [5.072, -0.722, 1.281], [5.399, 0.715, 2.224], [5.343, 1.867, 0.216], [4.621, 0.492, -0.627], [1.982, 2.760, -0.891], [3.376, 2.105, -1.749], [2.216, 0.252, -2.278], [2.051, -0.127, -0.568], [-1.220, 0.643, -2.822], [0.343, 0.858, -3.554], [0.968, -1.507, -2.850], [-0.300, -1.371, -4.038], [-2.269, 0.963, -1.088], [-2.238, 3.003, 0.854], [-4.153, 1.390, 0.417], [-3.202, 0.143, 1.210], [-3.625, 0.999, 3.233], [-3.701, 2.556, 2.746], [-0.983, 0.355, 1.690], [-1.018, 3.407, 3.232], [0.778, 2.108, 3.400], [0.468, 2.690, 0.644]],
  "forces_ev_per_angstrom": [[0.212, -0.029, 0.033], [0.012, -0.083, 0.157], [-0.269, 0.037, -0.032], [0.260, -0.075, 0.243], [0.192, 0.053, -0.089], [-0.445, 0.112, 0.132], [0.216, 0.026, 0.083], [-0.252, 0.008, 0.082], [-0.133, -0.239, 0.044], [0.163, 0.248, 0.127], [0.201, 0.130, -0.176], [-0.115, 0.042, -0.112], [-0.099, -0.036, 0.021], [0.096, 0.217, 0.092], [0.069, 0.057, 0.054], [-0.110, 0.159, -0.013], [0.151, -0.236, 0.004], [0.221, 0.416, -0.318], [-0.146, 0.142, 0.002], [0.067, -0.312, 0.002], [-0.163, -0.176, 0.275], [0.227, -0.115, -0.189], [0.328, -0.471, 0.586], [0.057, -0.272, -0.323], [-0.090, 0.101, 0.103], [0.201, -0.150, -0.068], [0.322, 0.477, -0.344], [-0.356, -0.387, 0.455], [0.040, 0.124, -0.132], [-0.907, -0.207, -0.578], [-0.101, -0.006, -0.028], [-0.003, -0.028, -0.005], [-0.057, 0.052, 0.057], [0.041, 0.029, -0.156], [-0.046, -0.008, -0.096], [-0.053, 0.142, -0.187], [-0.009, 0.118, -0.065], [-0.074, -0.086, -0.007], [-0.011, -0.057, 0.136], [-0.112, 0.059, 0.030], [0.037, -0.067, -0.073], [0.070, -0.040, 0.006], [-0.045, 0.043, -0.039], [-0.066, 0.051, -0.256], [-0.006, 0.104, 0.139], [0.008, 0.076, -0.076], [-0.122, -0.149, -0.027], [0.077, 0.054, 0.063], [-0.182, 0.087, -0.032], [0.081, -0.133, 0.319], [0.142, 0.116, -0.067], [0.098, 0.113, -0.068], [0.383, -0.030, 0.308]],
  "mulliken_charge": [-1.117, -0.254, -0.342, -1.224, -0.292, 0.174, -1.059, -1.274, 1.152, -0.319, -0.261, 0.372, -0.223, -0.286, 0.515, -0.290, -0.185, 0.559, -0.212, -0.230, -0.228, 0.371, -0.217, -0.049, -0.776, -0.593, 0.237, 0.327, -0.600, -0.071, 0.291, 0.314, 0.322, 0.406, 0.292, 0.464, 0.401, 0.463, 0.290, 0.470, 0.464, 0.497, 0.479, 0.294, 0.346, 0.409, 0.171, 0.323, 0.284, -0.094, 0.099, 0.083, 0.326]
}